A structure of composition C45H73GeN11O2P3SeV in a non-equilibrium geometry. Source: OMol25; level of theory: ωB97M-V/def2-TZVPD.

The geometry in XYZ format:
```
137
Properties=species:S:1:pos:R:3:forces:R:3
V 0.507 -1.396 0.402 -1.3443 3.2352 -2.5103
C 2.671 0.177 3.896 -0.2009 -0.0430 -0.0163
C 1.250 0.605 3.542 0.0101 -0.1441 -0.2955
C 1.317 1.780 2.574 -0.1212 -0.0156 -0.0824
P 0.258 -0.782 2.775 -0.5476 0.8387 1.6768
C -1.467 -0.113 3.042 0.0076 -0.3765 -0.0450
N -1.776 0.948 2.160 0.4969 -0.4390 -1.2127
Ge -1.312 0.664 0.167 -2.2168 1.4492 0.3007
N -0.871 2.134 -1.464 0.8170 -1.5946 1.6229
C 0.321 2.206 -2.257 0.4780 -0.4337 0.2662
P 1.869 1.934 -1.234 -0.5013 0.9893 -0.5986
C 3.146 1.817 -2.632 -0.2372 -0.0965 0.3333
C 4.543 2.078 -2.076 -0.1392 -0.2321 0.0619
C 2.906 2.612 -3.913 -0.0413 -0.1574 0.1024
C 2.008 3.644 -0.458 0.0931 -0.3335 -0.0593
C 3.211 3.704 0.484 -0.0834 -0.0799 0.0215
C 2.035 4.872 -1.363 -0.1960 -0.1668 0.0507
C -1.863 2.996 -1.778 -1.1865 0.4063 0.0967
C -1.953 3.739 -2.975 0.2280 -0.3762 0.2072
C -3.003 4.602 -3.193 -0.4084 0.1703 0.2254
C -4.011 4.742 -2.249 0.0454 0.0902 -0.1374
C -3.962 4.002 -1.080 0.0744 0.0462 -0.0987
C -2.904 3.147 -0.837 0.2696 0.4317 -1.0143
N -2.779 2.381 0.366 0.0441 -0.1941 -0.0726
C -2.319 3.100 1.512 0.3644 0.2987 0.9442
C -2.368 4.468 1.683 0.0373 -0.1255 -0.0622
C -2.066 5.004 2.928 0.0229 -0.0210 0.1772
C -1.755 4.168 3.991 -0.0786 0.2745 -0.1602
C -1.668 2.801 3.818 -0.0366 -0.3668 -0.3076
C -1.905 2.240 2.555 -0.0243 0.9730 0.0765
C -4.037 1.749 0.696 -0.7807 -0.7340 0.2372
C -5.074 2.426 1.315 0.1484 -0.1615 -0.1350
C -6.301 1.806 1.482 -0.1368 -0.0531 0.0642
C -6.473 0.495 1.072 -0.0721 0.3265 0.0873
C -5.415 -0.217 0.548 0.3429 -0.1619 -0.1267
C -4.167 0.393 0.361 -0.2772 0.5686 0.3213
N -3.043 -0.245 -0.096 1.5189 -0.1398 -0.8457
C -3.139 -1.665 -0.290 0.1608 0.0036 0.1988
P -1.719 -2.382 -1.235 -1.6567 -0.3711 0.2528
C -2.246 -4.180 -0.984 0.3355 0.0881 0.0655
C -1.907 -4.683 0.416 -0.1300 0.1677 -0.0741
C -1.661 -5.131 -2.024 -0.2144 0.1457 0.0260
C -2.452 -2.109 -2.969 0.3916 0.1327 0.0351
C -1.555 -2.485 -4.156 -0.0811 -0.1755 0.2012
C -2.960 -0.678 -3.141 -0.1127 -0.1254 0.0352
C 0.310 -2.142 4.067 0.1231 0.0341 -0.4101
C -0.698 -3.234 3.714 0.1791 0.0870 -0.1414
C 0.085 -1.654 5.497 0.1729 0.0259 -0.1842
H 3.156 0.962 4.472 0.0411 0.0935 0.0197
H 3.229 0.033 2.973 0.1459 -0.0541 0.0117
H 2.695 -0.730 4.493 0.0953 -0.1515 0.0696
H 0.715 0.903 4.452 -0.0176 -0.1367 -0.1514
H 1.625 1.425 1.587 0.1148 0.1495 0.0207
H 2.045 2.501 2.932 0.1472 0.1072 0.0119
H 0.369 2.299 2.472 0.0553 0.0276 -0.0112
H -1.560 0.182 4.092 0.0022 -0.1047 -0.1147
H -2.153 -0.948 2.846 0.0111 -0.0017 0.2179
H 0.423 3.205 -2.696 -0.0353 -0.2255 -0.0245
H 0.300 1.490 -3.090 0.1368 0.1277 -0.2356
H 3.123 0.748 -2.901 0.0001 0.0257 0.0119
H 4.731 3.142 -1.989 0.0445 0.1441 0.0454
H 5.296 1.662 -2.744 0.1055 0.0032 -0.0499
H 4.650 1.616 -1.094 0.1950 0.0402 0.0460
H 2.842 3.677 -3.718 -0.0290 0.1294 -0.0107
H 2.003 2.300 -4.434 -0.0918 0.0398 -0.0329
H 3.746 2.450 -4.588 0.0530 0.0150 -0.0836
H 1.086 3.674 0.146 0.1212 -0.0431 -0.1022
H 3.366 2.762 1.002 0.0870 -0.0744 0.1572
H 3.066 4.492 1.219 0.0107 0.0600 0.1222
H 4.121 3.934 -0.063 0.0752 0.0376 -0.0372
H 2.948 4.908 -1.953 0.0643 0.0378 -0.0353
H 2.013 5.758 -0.730 0.0189 0.1202 -0.0055
H 1.177 4.933 -2.029 -0.0499 0.0468 -0.0809
H -1.206 3.626 -3.746 0.0542 -0.0395 -0.0258
H -3.054 5.168 -4.111 0.0572 0.0270 -0.0852
H -4.829 5.425 -2.416 -0.0856 0.0264 -0.0439
H -4.754 4.106 -0.359 -0.0582 0.0098 0.0149
H -2.668 5.115 0.873 -0.0057 0.0121 -0.0842
H -2.122 6.070 3.074 0.0209 0.1499 0.0313
H -1.575 4.588 4.968 0.0202 0.0626 0.1095
H -1.422 2.179 4.665 0.0741 -0.0955 0.0645
H -4.930 3.436 1.668 0.0291 0.0722 -0.0025
H -7.120 2.348 1.925 -0.0973 0.0761 0.0924
H -7.438 0.021 1.173 -0.0700 -0.0725 0.0478
H -5.569 -1.252 0.283 0.0169 -0.0784 0.0173
H -4.051 -1.931 -0.845 0.1668 -0.0039 0.0687
H -3.177 -2.190 0.680 -0.1700 -0.0863 -0.1529
H -3.339 -4.177 -1.093 0.1137 0.1056 -0.0257
H -0.828 -4.726 0.571 0.0987 -0.0040 0.0621
H -2.294 -5.692 0.545 -0.0069 -0.1086 0.0188
H -2.359 -4.068 1.191 0.0770 0.0288 0.1034
H -0.572 -5.135 -1.981 0.1088 -0.0414 -0.0703
H -1.988 -4.877 -3.028 0.0718 -0.0539 -0.1063
H -2.005 -6.144 -1.821 0.0308 -0.0803 0.0237
H -3.315 -2.787 -2.988 0.1354 0.0327 0.1926
H -0.961 -1.638 -4.492 0.0763 0.1424 -0.0788
H -2.183 -2.776 -4.997 0.0117 0.0293 -0.0683
H -0.892 -3.317 -3.935 0.0199 -0.0850 -0.1007
H -2.214 0.057 -2.832 0.0219 0.1561 -0.0567
H -3.859 -0.497 -2.559 0.0231 0.1319 0.0700
H -3.211 -0.508 -4.186 0.0147 0.0354 -0.1180
H 1.313 -2.579 3.988 -0.0459 0.0766 0.0325
H -1.713 -2.915 3.940 -0.1241 0.0056 -0.0296
H -0.493 -4.127 4.300 -0.0271 -0.0964 0.0224
H -0.627 -3.491 2.657 -0.1365 -0.1499 0.0311
H -0.923 -1.270 5.627 -0.0971 0.0657 0.0328
H 0.796 -0.887 5.790 0.0355 0.0756 0.0967
H 0.201 -2.492 6.182 0.0045 -0.0725 0.0498
N 0.825 -0.956 -2.541 0.0492 0.3891 -0.0513
N 1.305 -2.171 -3.029 0.0652 -0.3724 0.7144
C 1.542 -3.140 -2.120 0.7143 -0.4229 -1.9453
N 2.076 -4.317 -2.458 -0.2957 0.4988 0.4953
N 1.236 -2.810 -0.879 -0.3158 -0.2194 0.4703
N 1.614 -3.498 0.157 1.7754 -2.8783 -0.6091
O 1.259 -2.916 1.204 0.5802 -2.7441 1.6653
O 2.316 -4.524 0.124 -1.0428 0.9807 0.5553
H -0.022 -0.662 -3.017 0.0397 -0.1386 -0.0833
H 1.533 -0.223 -2.585 -0.0753 -0.3141 -0.0689
H 1.442 -2.329 -4.022 -0.0113 -0.0142 0.2099
H 2.272 -4.571 -3.409 -0.0116 0.0112 -0.1851
H 2.310 -4.937 -1.681 -0.0593 0.0694 -0.3996
C 4.193 -2.635 2.574 -0.3096 0.3347 0.7060
N 4.567 -2.871 1.209 -0.0356 -0.0122 -0.7700
C 5.471 -3.809 0.807 0.3868 -0.3234 -0.5090
C 5.607 -3.688 -0.536 0.2822 -0.4474 0.4773
N 4.781 -2.678 -0.939 -0.2580 -0.0598 0.7271
C 4.726 -2.180 -2.285 0.0677 0.3505 -0.6109
C 4.122 -2.193 0.138 -0.2274 0.4871 0.1090
Se 2.960 -0.679 0.098 1.1833 0.7872 0.0455
H 4.474 -3.499 3.172 -0.0369 -0.0050 -0.0376
H 3.114 -2.475 2.637 0.2563 -0.0422 0.0231
H 4.711 -1.752 2.953 -0.0696 -0.0922 -0.0173
H 5.950 -4.480 1.491 0.0500 -0.0815 0.1136
H 6.220 -4.241 -1.221 0.1186 -0.0181 -0.0973
H 4.349 -2.947 -2.963 -0.0106 0.0177 0.0470
H 5.726 -1.896 -2.615 -0.0496 0.0126 0.0599
H 4.084 -1.300 -2.304 0.0429 -0.0846 -0.0247
```
Positions in Å, forces in eV/Å.

## Properties
Energy, Eh: -8957.14889
Net charge: +2
Highest occupied orbital energy (alpha / beta), eV: -11.0416 / -11.0696
Kohn-Sham gap (alpha / beta), eV: 4.4431 / 4.6819
2S+1: 3
Max |F|, Eh/bohr: 0.0838

These are the Löwdin partial charges, in e, on atoms 1 to 8:
1 V 0.2887
2 C -0.1098
3 C -0.4986
4 C -0.1257
5 P 1.0333
6 C -0.3365
7 N -0.1720
8 Ge 1.1074